Density functional theory data (ωB97M-V/def2-TZVPD) for a molecular structure, C5H8O2.

Last column: Mulliken charge in e.
Cartesian coordinates (Å):
1 C 1.389 -1.212 -0.483  -1.29
2 C -0.004 -0.916 0.021  0.45
3 O -0.127 -0.687 1.448  -0.44
4 C -0.941 0.460 1.204  -0.02
5 C -0.104 1.529 0.580  -0.86
6 C -0.677 0.414 -0.263  0.22
7 O -1.540 0.618 -1.319  -0.51
8 H 2.048 -0.340 -0.415  0.29
9 H 1.839 -2.037 0.077  0.34
10 H 1.328 -1.518 -1.534  0.34
11 H -0.701 -1.718 -0.259  0.25
12 H -1.847 0.589 1.788  0.38
13 H -0.614 2.476 0.426  0.28
14 H 0.947 1.600 0.853  0.21
15 H -0.995 0.741 -2.107  0.36

## Properties
Highest occupied orbital energy: -9.3 eV
Energy above the lowest of the compared OMol25 structures with the same formula, charge and spin: 58.1 kcal/mol
2S+1: 1
Orbital gap: 10.1 eV
LUMO energy: 0.78 eV
Calculated total energy: -345.7124 Ha
Max |F|: 0.36 eV/A

Density functional theory data (ωB97M-V/def2-TZVPD) for a molecular structure, C33H21Cl2LuN7O2S at a distorted geometry.

Last column: Mulliken charge in e.
Cartesian coordinates (Å):
1 Lu 0.273 -0.063 0.384  1.10
2 Cl -1.490 6.121 3.256  -0.25
3 C -0.648 4.655 2.901  -0.17
4 C -1.008 3.928 1.779  -0.17
5 C -0.363 2.746 1.456  -0.12
6 N -0.888 2.044 0.330  -0.61
7 C -1.753 1.093 0.681  0.97
8 O -1.661 0.408 1.731  -0.70
9 C -2.942 1.009 -0.244  0.53
10 C -3.789 2.091 -0.153  -0.78
11 C -4.889 2.230 -0.997  -0.61
12 C -5.105 1.209 -1.930  -0.84
13 C -4.272 0.129 -1.959  -0.10
14 N -3.188 0.005 -1.141  0.68
15 C 0.686 2.277 2.287  0.27
16 C 1.030 3.018 3.419  -1.11
17 C 0.355 4.183 3.730  0.23
18 Cl 0.778 5.060 5.156  -0.24
19 N 1.298 1.119 1.869  -0.03
20 C 2.338 0.513 2.468  -0.11
21 O 2.959 0.822 3.475  -0.79
22 C 2.780 -0.607 1.517  0.98
23 C 4.231 -1.321 1.774  -0.28
24 C 4.119 -2.753 1.873  -1.43
25 C 3.584 -3.174 0.605  -0.11
26 C 2.094 -2.522 0.310  -0.36
27 N 1.732 -1.500 1.212  -0.82
28 H -1.808 4.283 1.149  0.60
29 H -3.590 2.828 0.609  0.48
30 H -5.530 3.094 -0.938  0.47
31 H -5.944 1.256 -2.605  0.43
32 H -4.437 -0.696 -2.631  0.48
33 H 1.809 2.647 4.065  0.68
34 H 4.731 -0.768 2.562  0.70
35 H 3.970 -3.284 2.796  0.33
36 H 3.580 -4.232 0.360  0.63
37 H 1.291 -3.266 0.241  0.54
38 C -2.954 -3.150 0.301  -1.44
39 C -3.324 -3.257 -1.062  -0.53
40 C -2.890 -2.340 -1.953  -0.91
41 C -2.154 -1.155 -1.453  0.90
42 N -1.406 -1.403 -0.263  0.55
43 C -1.941 -2.287 0.607  -0.25
44 C -1.163 -0.546 -2.435  -0.69
45 C -1.255 0.655 -3.072  0.02
46 C -0.083 1.252 -3.600  -1.67
47 C 1.116 0.786 -3.115  -0.76
48 C 1.174 -0.436 -2.428  0.16
49 N 0.036 -1.256 -2.504  0.35
50 C 2.188 -0.701 -1.435  0.46
51 C 2.679 -2.063 -1.061  -0.61
52 C 4.100 -2.208 -0.486  -0.60
53 C 4.553 -0.976 0.300  -0.84
54 C 3.484 0.120 0.302  -0.50
55 N 2.589 0.357 -0.776  -0.54
56 H -3.334 -3.842 1.035  0.42
57 H -3.859 -4.134 -1.395  0.47
58 H -2.991 -2.464 -3.019  0.68
59 H -1.445 -2.323 1.579  0.40
60 H -2.193 1.184 -3.136  0.39
61 H -0.147 2.126 -4.228  0.38
62 H 2.030 1.346 -3.252  0.49
63 H 2.483 -2.793 -1.847  1.09
64 H 4.852 -2.577 -1.185  0.47
65 H 5.565 -0.659 0.053  0.47
66 H 3.891 1.082 0.632  0.64
67 S 0.072 -2.916 -2.502  -0.46

## Properties
Highest occupied orbital energy (spin up / spin down): -3.6 / -3.3 eV
Energy above the lowest of the compared OMol25 structures with the same formula, charge and spin: 231.6 kcal/mol
2S+1: 1
Charge: -1
Orbital gap (spin up / spin down): 4.8 / 4.5 eV
LUMO energy (spin up / spin down): 1.15 / 1.14 eV
Calculated total energy: -4357.9789 Ha
Max |F|: 2.57 eV/A

Density functional theory data (ωB97M-V/def2-TZVPD) for C19H24N2O2S2 in the gas phase at a distorted geometry.

Last column: Mulliken charge in e.
Cartesian coordinates (Å):
1 C 2.774 -0.361 2.857  -0.78
2 C 3.643 -1.549 2.400  -0.19
3 O 4.669 -1.196 1.485  -0.45
4 C 4.304 -1.351 0.135  -0.76
5 C 3.516 -0.158 -0.438  -0.53
6 O 2.124 -0.421 -0.284  -0.11
7 C 1.334 0.761 -0.319  -0.71
8 C 0.104 0.599 -1.173  -0.15
9 C -0.285 1.508 -2.145  0.76
10 C 0.556 2.762 -2.370  -1.35
11 N 0.472 3.597 -1.135  -0.16
12 C -0.004 4.952 -1.398  -0.96
13 C -1.407 1.302 -2.899  -1.28
14 C -2.205 0.199 -2.681  -0.88
15 C -1.857 -0.692 -1.694  0.94
16 C -0.705 -0.501 -0.967  0.80
17 S -0.351 -1.752 0.262  -0.20
18 C -2.014 -2.059 0.850  0.80
19 C -2.262 -2.302 2.178  -0.70
20 C -3.558 -2.512 2.597  -0.54
21 C -4.558 -2.460 1.659  0.42
22 S -6.281 -2.667 2.103  -0.27
23 C -4.308 -2.245 0.330  -0.82
24 C -3.007 -2.034 -0.097  0.02
25 N -2.724 -1.803 -1.456  -0.31
26 H 3.326 0.582 2.787  0.28
27 H 1.819 -0.307 2.330  -0.02
28 H 2.533 -0.494 3.920  0.41
29 H 4.121 -1.987 3.284  0.38
30 H 2.973 -2.315 1.985  0.20
31 H 5.195 -1.498 -0.486  0.38
32 H 3.668 -2.236 -0.028  0.34
33 H 3.731 -0.117 -1.518  0.36
34 H 3.824 0.754 0.087  0.42
35 H 1.941 1.614 -0.630  0.49
36 H 1.001 0.998 0.707  0.19
37 H 0.117 3.378 -3.161  0.55
38 H 1.606 2.525 -2.574  0.26
39 H 1.357 3.603 -0.648  0.23
40 H 0.494 5.367 -2.290  0.34
41 H -1.086 4.993 -1.569  0.26
42 H 0.205 5.579 -0.527  0.36
43 H -1.698 2.016 -3.666  0.32
44 H -3.115 -0.005 -3.242  0.32
45 H -1.414 -2.320 2.856  0.40
46 H -3.738 -2.687 3.652  0.31
47 H -6.149 -3.232 3.320  0.13
48 H -5.100 -2.200 -0.416  0.32
49 H -3.577 -1.628 -1.972  0.25

## Properties
Highest occupied orbital energy: -7.7 eV
Energy above the lowest of the compared OMol25 structures with the same formula, charge and spin: 0.0 kcal/mol
2S+1: 1
Orbital gap: 8.4 eV
LUMO energy: 0.72 eV
SMILES string: CCOCCOCc1c(CNC)ccc2c1Sc1ccc(S)cc1N2
Calculated total energy: -1794.7235 Ha
Max |F|: 1.93 eV/A

Density functional theory data (ωB97M-V/def2-TZVPD) for a molecular structure, C4H4CeO2 at a distorted geometry.

Last column: Mulliken charge in e.
Cartesian coordinates (Å):
1 H -0.068 -3.000 1.669  0.36
2 O 3.486 -0.052 0.987  -0.51
3 C 3.072 -1.384 1.098  -0.37
4 C 1.602 -1.444 1.099  0.24
5 C 0.480 -2.203 1.124  -0.24
6 H 4.446 -0.017 0.994  0.35
7 H 3.423 -1.864 2.029  0.36
8 H 3.426 -2.011 0.261  0.38
9 C 0.322 -0.835 1.223  0.58
10 O -0.416 0.159 1.093  -0.64
11 Ce -0.775 2.489 0.651  2.49

## Properties
Highest occupied orbital energy (spin up / spin down): -20.7 / -20.7 eV
Energy above the lowest of the compared OMol25 structures with the same formula, charge and spin: 0.0 kcal/mol
2S+1: 2
Charge: +3
Orbital gap (spin up / spin down): 3.7 / 4.7 eV
LUMO energy (spin up / spin down): -17.02 / -16.06 eV
Calculated total energy: -779.0508 Ha
<S²>: 0.790
Max |F|: 5.85 eV/A